C2H4O2 | wB97M-V/def2-TZVPD

Geometry as XYZ:
```
8
Properties=species:S:1:pos:R:3:nbo_charge:R:1
C -0.20537 1.23965 -1.04846 0.257
O 0.89313 1.46982 -0.59019 -0.530
H -0.20035 1.03349 -2.12152 0.122
H -1.05182 1.26892 -0.36619 0.146
C 0.14857 -1.27045 1.03483 0.295
O -0.91432 -0.80327 0.75830 -0.514
H 0.42820 -1.47817 2.07228 0.111
H 0.90196 -1.45999 0.26094 0.112
```

Summary:
* electronic energy: -229.0167 Eh
* HOMO level: -9.970 eV
* Kohn-Sham gap: 10.66 eV
* charge: 0
* E_LUMO: 0.7 eV
* largest force on an atom: 2.0 eV Å⁻¹
* SMILES: C=O.C=O